Entry 1:
Density functional theory data (ωB97M-V/def2-TZVPD) for a 2-piece molecular cluster, BrClINO overall.

```
5
Properties=species:S:1:pos:R:3:forces:R:3
N -0.03662 -0.33128 0.61750 -1.79 -0.78 2.26
O 0.52019 0.65220 0.37226 1.17 1.45 0.87
Cl 0.63836 1.07796 -1.54356 0.27 1.06 -2.15
Br 0.21805 -1.77854 -0.47842 0.37 -1.75 -0.99
I -3.25207 -0.45877 -0.08706 -0.02 0.02 0.02
```
Forces are in eV/Å.

Output
LUMO (spin up / spin down): -2.547 / -3.362 eV
HOMO level (spin up / spin down): -10.34 / -9.71 eV
Charge: 0

Entry 2:
Density functional theory data (ωB97M-V/def2-TZVPD) for one molecule with the formula BrF2NS.

```
5
Properties=species:S:1:pos:R:3:forces:R:3
N 0.76206 1.16928 0.30318 -0.79 0.87 -0.41
S -0.24059 0.19240 0.03316 0.18 -1.37 -1.34
F -0.06772 -1.02728 0.96161 -0.83 -0.86 0.68
F -0.00574 -0.78846 -1.27319 -0.74 1.27 1.01
Br -2.73388 0.11752 -0.04899 2.17 0.09 0.06
```
Forces are in eV/Å.

Output
LUMO (spin up / spin down): -3.395 / -3.395 eV
HOMO level (spin up / spin down): -11.46 / -11.46 eV
Charge: 0
SMILES: N#S(F)(F)Br

Entry 3:
Density functional theory data (ωB97M-V/def2-TZVPD) for a 2-piece molecular cluster, BrFO2S overall.

```
5
Properties=species:S:1:pos:R:3:forces:R:3
O -2.15985 -1.44186 -0.55723 -0.51 1.37 0.97
O -0.66167 -0.33293 0.96012 0.54 0.62 0.73
F 1.96618 1.76734 -0.09915 -0.17 0.26 0.11
S -1.97485 -0.37822 0.42108 0.00 -1.98 -1.71
Br 2.83019 0.38567 -0.72482 0.14 -0.26 -0.11
```
Forces are in eV/Å.

Output
LUMO: -1.267 eV
HOMO level: -11.06 eV
Charge: 0

F_max? In order: 3.0; 2.2; 2.6 eV/Å.